No. 1
This record from the Open Molecules 2025 dataset describes the molecule C7H9NO2. The level of theory is ωB97M-V with the def2-TZVPD basis set.

Positions of all 19 atoms, in Å:
C 1.7570 -0.3717 -1.0763
C 0.5134 -0.1658 -1.4043
C 1.0292 -0.0708 1.1128
C 0.1064 -1.2598 0.9842
C -1.1330 -0.7105 0.3461
C -0.6207 0.1169 -0.8371
C -1.3217 1.3373 -1.3299
N 2.0758 0.0419 0.2780
O 0.7109 0.8084 1.9288
O -1.7112 0.0893 1.2595
H 2.5360 -1.0648 -1.5023
H 0.4052 -2.1646 0.4501
H 0.0655 -1.6820 2.0455
H -1.7425 -1.5112 -0.0176
H -0.5999 1.9330 -2.0146
H -1.3523 1.9391 -0.4589
H -2.2677 1.0728 -1.6965
H 2.6082 0.9715 0.3419
H -1.0587 0.6911 1.5905

- Total charge: 0
- SMILES: CC1=C=CNC(=O)C[C@H]1O
- HOMO level: -9.55 eV
- Orbital gap: 9.904 eV
- Spin multiplicity: 1
- DFT total energy: -12986.90468 eV

***

No. 2
This record from the Open Molecules 2025 dataset describes a 2-piece molecular cluster, C2H6OS2 overall. The level of theory is ωB97M-V with the def2-TZVPD basis set.

Positions of all 11 atoms, in Å:
S -1.6326 0.6501 0.7003
S -0.8257 -1.3036 0.8859
H -2.8750 0.1911 0.4401
H 0.3623 -1.0598 0.3439
C 0.7605 0.9700 -1.6209
C 1.6938 0.7641 -0.6715
O 2.5534 -0.3466 -0.8144
H 0.0642 1.7080 -1.2323
H 0.8463 0.6921 -2.6665
H 1.6927 1.2742 0.2814
H 2.9255 -0.2137 -1.6895

- Total charge: 0
- SMILES: C=CO.SS
- HOMO level: -8.66 eV
- Orbital gap: 8.936 eV
- Spin multiplicity: 1
- DFT total energy: -25887.49311 eV